Below is 2 unconnected molecules or ions with the total composition C6H12NO, with properties calculated with ωB97M-V/def2-TZVPD.

Results
- net charge = +1
- 2S+1 = 1
- DFT total energy (Eh) = -365.4981
- ΔE to the lowest compared entry with this formula, charge and spin (kJ/mol) = 134.58
- highest occupied orbital energy (eV) = -12.464
- frontier orbital gap (hartree) = 0.3179

Last column: natural (NBO) charge in e.
Geometry (Å):
O (-1.208, -1.800, -2.895)  -0.489
C (-1.166, -0.868, -2.144)  0.422
C (0.053, -0.649, -1.257)  -0.344
N (0.925, -1.860, -1.415)  -0.670
H (-1.974, -0.127, -2.045)  0.169
H (0.576, 0.248, -1.578)  0.267
H (-0.255, -0.581, -0.222)  0.269
H (1.868, -1.678, -1.068)  0.450
H (0.553, -2.646, -0.878)  0.450
H (0.956, -2.153, -2.397)  0.464
C (-1.258, 2.029, 0.470)  -0.387
C (-0.143, 1.771, 1.147)  -0.234
C (0.085, 0.596, 1.977)  -0.275
C (1.197, 0.395, 2.681)  -0.336
H (-2.081, 1.325, 0.419)  0.187
H (-1.369, 2.964, -0.062)  0.220
H (0.631, 2.533, 1.191)  0.218
H (-0.703, -0.144, 2.092)  0.203
H (1.314, -0.478, 3.310)  0.212
H (2.000, 1.121, 2.673)  0.204

Forces on the atoms, in the same order (eV/Å):
O 0.012 -0.110 -0.056
C 0.084 0.147 0.071
C -0.490 -0.483 -0.403
N 0.261 0.236 0.247
H 0.008 -0.015 -0.050
H 0.157 0.030 0.198
H 0.173 0.242 0.201
H 0.032 -0.011 -0.084
H -0.076 -0.036 -0.096
H -0.104 -0.016 -0.053
C 0.133 -0.036 -0.264
C -0.169 0.326 0.334
C 0.125 -0.339 0.175
C 0.090 0.013 -0.034
H -0.077 0.012 0.138
H -0.082 -0.030 -0.030
H 0.050 -0.075 -0.097
H -0.207 0.100 -0.202
H 0.015 0.076 0.008
H 0.067 -0.031 -0.002